Record 1
C29H82O22S12 | the ωB97M-V functional and the def2-TZVPD basis

```
145
Properties=species:S:1:pos:R:3:lowdin_charge:R:1
O -0.4070 1.0454 -25.4197 -0.27
S -1.4147 0.2813 -24.7358 0.62
O -1.0968 -0.4532 -23.5203 -0.31
O -2.6090 1.3054 -24.3850 -0.27
C -3.7753 0.7953 -23.6862 -0.24
C -4.9476 1.1479 -24.6428 -0.07
C -2.2891 -0.8144 -25.8965 -0.09
H -3.8071 1.4671 -22.8329 0.09
H -3.8020 -0.2572 -23.4187 0.10
H -4.7161 1.2440 -25.7046 0.06
H -5.1873 2.2060 -24.4873 0.07
H -5.8268 0.5283 -24.4916 0.05
H -2.7902 -1.5668 -25.2934 0.06
H -1.5012 -1.2453 -26.5109 0.07
H -3.0004 -0.2642 -26.5042 0.06
O -6.8612 -3.0422 -27.7599 -0.26
S -7.2086 -1.8143 -27.1092 0.61
O -6.2159 -1.0165 -26.4346 -0.31
O -8.0007 -0.9346 -28.2244 -0.27
C -8.0873 0.5028 -28.1564 -0.24
C -6.7807 1.1765 -28.5140 -0.06
C -8.5776 -2.1647 -25.9842 -0.08
H -8.5579 0.7782 -27.2090 0.10
H -8.7999 0.6533 -28.9705 0.13
H -6.3796 0.9112 -29.4871 0.09
H -6.0279 1.1514 -27.7295 0.05
H -7.0942 2.2292 -28.5441 0.08
H -8.2150 -2.7493 -25.1411 0.05
H -9.3108 -2.6433 -26.6282 0.08
H -8.9602 -1.2368 -25.5580 0.06
O -3.7136 1.4448 -18.8585 -0.27
S -2.6133 1.1423 -19.7238 0.63
O -2.1686 2.1269 -20.6674 -0.28
O -1.2952 0.6985 -18.8304 -0.25
C -0.0208 0.9510 -19.4161 -0.30
C 0.9486 -0.0511 -18.8134 -0.07
C -2.8493 -0.4671 -20.5265 -0.09
H 0.3753 1.9626 -19.2939 0.12
H -0.0002 0.8397 -20.5035 0.11
H 1.9180 0.0417 -19.3031 0.08
H 0.5843 -1.0318 -19.1401 0.08
H 1.0073 -0.1178 -17.7304 0.08
H -3.6484 -0.3860 -21.2624 0.02
H -3.3059 -1.0923 -19.7599 0.07
H -1.9306 -0.7998 -20.9980 0.06
O -9.4569 -5.3859 -24.1119 -0.36
S -10.6594 -5.2855 -23.3339 0.65
O -11.9516 -5.3977 -23.9638 -0.27
O -10.6568 -6.3707 -22.1599 -0.26
C -11.9078 -6.5679 -21.4751 -0.26
C -11.8384 -7.4430 -20.2292 -0.06
C -10.4990 -3.7438 -22.4315 -0.22
H -12.5378 -7.1315 -22.1657 0.12
H -12.3998 -5.6077 -21.3214 0.11
H -11.2856 -7.0134 -19.3944 0.06
H -11.3999 -8.4306 -20.3847 0.08
H -12.8788 -7.6634 -19.9891 0.08
H -9.5259 -3.5092 -21.9963 -0.28
H -11.2175 -3.6866 -21.6166 0.02
H -10.6703 -2.9920 -23.2004 0.07
O -6.0373 0.3413 -21.5567 -0.29
S -6.9918 1.3825 -21.2202 0.63
O -7.0162 2.6225 -21.9704 -0.29
O -8.4444 0.6800 -21.2919 -0.32
C -8.6726 0.0019 -22.5459 -0.24
C -10.1523 -0.2585 -22.8131 -0.08
C -6.9995 1.7981 -19.4574 -0.08
H -8.1500 -0.9442 -22.4103 0.09
H -8.2746 0.4998 -23.4345 0.11
H -10.2777 -1.0430 -23.5536 0.07
H -10.5894 0.7082 -23.0706 0.03
H -10.6456 -0.5800 -21.8925 0.07
H -7.8737 2.4129 -19.2415 0.05
H -6.0932 2.3313 -19.1831 0.06
H -7.1132 0.8575 -18.9218 0.07
C -11.8784 3.1062 -21.6803 -0.24
S -10.8526 2.4315 -20.3658 0.85
O -10.5467 3.6226 -19.4969 -0.55
C -12.3241 1.5659 -19.6116 -0.21
H -11.3375 3.7322 -22.3870 0.02
H -12.7378 3.6341 -21.2748 0.07
H -12.1434 2.2242 -22.2727 0.04
H -12.1890 1.0947 -18.6400 0.06
H -12.7397 0.8062 -20.2752 0.00
H -13.0692 2.3549 -19.4998 0.05
C -8.4003 3.3567 -24.7454 -0.24
S -10.0348 3.0902 -25.4951 0.86
O -10.6049 1.8914 -24.7848 -0.56
C -10.8019 4.5753 -24.7783 -0.26
H -7.9461 4.2502 -25.1664 0.07
H -7.8145 2.4517 -24.9117 0.03
H -8.5428 3.3758 -23.6651 0.04
H -10.8944 5.3683 -25.5206 0.05
H -10.3453 4.9777 -23.8730 0.04
H -11.8247 4.3483 -24.4691 0.05
C -9.7342 -1.5242 -19.4993 -0.22
S -11.4148 -2.1688 -19.1125 0.95
O -12.2803 -1.7413 -20.2848 -0.61
C -11.0393 -3.9232 -19.5211 -0.24
H -8.9966 -1.7666 -18.7317 0.06
H -9.7311 -0.4417 -19.6040 0.03
H -9.4419 -1.9987 -20.4375 0.03
H -10.8506 -4.0186 -20.5868 -0.03
H -11.9258 -4.4345 -19.1529 0.06
H -10.1786 -4.2220 -18.9212 0.07
C -7.4251 5.1138 -19.7883 -0.28
S -7.3713 6.9144 -19.8953 0.84
O -5.9958 7.3966 -19.5254 -0.55
C -7.5053 7.0164 -21.7130 -0.25
H -7.2279 4.6729 -18.8132 0.06
H -6.6953 4.6390 -20.4430 0.02
H -8.4221 4.8091 -20.1155 0.03
H -7.4822 8.0529 -22.0458 0.05
H -8.4248 6.5067 -21.9965 0.04
H -6.6000 6.5972 -22.1560 0.03
C -6.1465 -3.2238 -22.4754 -0.22
S -7.6482 -3.9846 -21.8212 1.05
O -8.7580 -3.1439 -22.4324 -0.43
C -7.6958 -5.4300 -22.9184 -0.24
H -6.3406 -2.8754 -23.4895 0.06
H -5.3718 -3.9922 -22.5567 0.06
H -5.7357 -2.4417 -21.8404 0.04
H -6.9088 -6.1322 -22.6351 0.08
H -7.5598 -5.1253 -23.9549 0.08
H -8.6516 -5.9395 -22.8172 0.02
C -3.0258 6.8857 -23.0645 -0.26
S -2.7926 6.1616 -21.4158 0.85
O -3.5787 7.0319 -20.4706 -0.57
C -3.8771 4.6557 -21.6208 -0.24
H -2.1946 6.5271 -23.6712 0.04
H -3.0615 7.9698 -23.0094 0.05
H -3.9827 6.5264 -23.4427 0.04
H -3.8501 4.1912 -20.6375 0.03
H -3.4422 4.0448 -22.4113 0.04
H -4.9041 4.9391 -21.8322 0.02
C -12.7539 -0.2434 -24.3891 -0.27
S -13.8326 -1.3856 -23.4820 0.86
O -13.1088 -2.6982 -23.6117 -0.55
C -13.6357 -0.7307 -21.8056 -0.30
H -11.8313 -0.1147 -23.8144 -0.03
H -13.1863 0.7448 -24.5242 0.05
H -12.3765 -0.7165 -25.2925 0.06
H -12.6184 -0.9081 -21.4483 -0.03
H -14.3616 -1.2168 -21.1588 0.06
H -13.7995 0.3483 -21.8093 0.04
```

The frontier orbital gap comes out at 7.2 eV. The HOMO energy comes out at -7.40 eV. For the calculated total energy, the calculation gives -206451.184 eV. The calculation puts the lowest unoccupied orbital energy at -0.23 eV. The energy above the lowest of the compared OMol25 structures with the same formula, charge and spin is 228.9 kcal/mol. As for the spin multiplicity: 1.

***

Record 2
C29H99BrN5O25 | the ωB97M-V functional and the def2-TZVPD basis

```
159
Properties=species:S:1:pos:R:3:lowdin_charge:R:1
C -2.5266 4.6309 1.0911 0.03
C -1.2881 3.6722 1.1254 -0.49
O -0.5390 3.6191 2.0590 0.11
O -1.1055 2.8672 -0.0045 -0.07
C -0.6565 3.6916 -1.1168 -0.17
C 0.6914 3.0886 -1.6873 -0.14
C 1.6468 2.8307 -0.4521 -0.15
C 3.1171 2.4770 -0.9657 -0.25
C 4.2305 2.6518 0.1361 -0.11
N 4.6336 1.3833 0.8196 0.06
C 3.6312 0.3819 0.5356 -0.24
N 2.8366 -0.0604 1.4489 0.07
C 2.9979 0.5246 2.8238 -0.15
N 4.2624 0.1274 3.4905 0.03
C 1.7436 -1.0498 1.2618 -0.09
C 2.1885 -2.4494 0.7052 -0.16
C 1.0183 -3.5175 0.9020 -0.17
C -0.3960 -2.8922 0.5263 -0.20
C -1.1553 -2.5679 1.8755 -0.21
C -2.1962 -1.3625 1.7556 -0.20
C -3.6187 -1.9307 2.1855 -0.21
C -4.6492 -0.7894 2.5410 -0.19
C -6.0598 -1.1149 1.8806 -0.19
C -6.8283 0.1751 1.3783 -0.17
C -6.9971 0.0870 -0.2112 -0.17
C -8.3368 0.8077 -0.6311 -0.13
N -8.1291 2.1190 -1.2681 -0.13
C -7.1717 2.5197 -2.1851 -0.14
C -7.2594 3.8842 -2.6390 -0.06
C -8.4491 4.3507 -1.8515 -0.09
C -8.9343 3.2431 -1.0564 -0.09
N 3.5350 -0.0818 -0.8284 -0.06
C 4.7898 -0.7509 -1.2636 -0.16
C 4.4606 -1.8544 -2.3834 -0.23
C 4.8627 -1.3368 -3.8401 -0.55
Br 3.2228 -0.9918 -4.8924 0.68
C 3.1510 1.0670 -1.7102 -0.09
H -2.7040 5.0054 0.0492 0.09
H -3.4504 4.0775 1.4105 0.08
H -2.3390 5.4589 1.8135 0.07
H -0.3739 4.6920 -0.6805 0.14
H -1.4117 3.7719 -1.9342 0.13
H 1.2185 3.8041 -2.3737 0.12
H 0.4635 2.1177 -2.2081 0.12
H 1.2766 1.8754 0.0260 0.11
H 1.6369 3.6433 0.3129 0.12
H 3.3370 3.2445 -1.7605 0.12
H 3.8617 3.4224 0.8683 0.13
H 5.1513 3.0293 -0.3895 0.14
H 5.5587 1.0657 0.5371 0.12
H 2.9964 1.6492 2.7640 0.14
H 2.1578 0.2546 3.5062 0.14
H 4.8157 0.9566 3.7099 0.08
H 4.8053 -0.5398 2.9337 0.03
H 1.2847 -1.2374 2.2695 0.13
H 0.9448 -0.5493 0.6541 0.14
H 2.2808 -2.3407 -0.4133 0.09
H 3.1862 -2.8144 1.0835 0.09
H 1.0548 -3.9499 1.9304 0.12
H 1.2162 -4.3120 0.1310 0.11
H -1.0007 -3.6379 -0.0560 0.12
H -0.3026 -1.9934 -0.1414 0.10
H -0.4783 -2.3257 2.7328 0.10
H -1.7148 -3.4964 2.1602 0.11
H -2.2329 -0.9919 0.6919 0.11
H -1.9089 -0.4992 2.4144 0.11
H -3.9685 -2.6513 1.4064 0.11
H -3.4330 -2.5176 3.1296 0.11
H -4.8273 -0.7840 3.6461 0.08
H -4.2925 0.2379 2.2430 0.10
H -6.7009 -1.5922 2.6659 0.09
H -5.9042 -1.8499 1.0539 0.09
H -6.1711 1.0686 1.5611 0.09
H -7.8061 0.3437 1.8909 0.10
H -6.1268 0.6003 -0.6828 0.09
H -7.0182 -0.9766 -0.5632 0.09
H -9.0529 0.9206 0.2265 0.12
H -8.8318 0.1590 -1.4121 0.13
H -6.4393 1.7491 -2.5081 0.10
H -6.6417 4.4384 -3.3672 0.08
H -8.8448 5.3815 -1.8999 0.07
H -9.8140 3.3117 -0.3764 0.08
H 5.2194 -1.3278 -0.3911 0.12
H 5.6008 -0.0478 -1.5962 0.12
H 5.0504 -2.7867 -2.1883 0.06
H 3.3831 -2.1415 -2.3326 0.09
H 5.5388 -2.0771 -4.3224 0.04
H 5.4408 -0.3799 -3.7322 0.06
H 2.1382 0.8185 -2.1376 0.12
H 3.8567 1.0438 -2.5820 0.08
O 7.1322 -3.2697 -2.7028 -0.05
H 7.6613 -2.4662 -2.6359 0.06
H 7.6106 -3.8116 -3.3469 0.05
O 7.8619 -6.2549 -2.9002 -0.07
H 8.1071 -7.1791 -3.0577 0.00
H 6.8980 -6.2709 -2.8493 -0.01
O -11.2130 3.6004 1.0936 -0.06
H -12.0624 3.7837 0.6745 0.05
H -11.3459 2.7510 1.5306 0.05
O 4.3326 -4.6065 1.2148 -0.05
H 4.9954 -5.0637 1.7472 0.07
H 4.7961 -4.3957 0.3960 0.03
O 8.2274 -8.9769 -4.0597 -0.06
H 8.2456 -8.9156 -5.0256 0.02
H 8.9850 -9.5329 -3.8448 0.05
O -5.5154 -1.1650 -2.5192 -0.06
H -5.0688 -0.5060 -3.0634 0.04
H -4.9616 -1.9500 -2.6017 0.04
O 3.9996 3.1170 -4.0879 -0.05
H 4.2338 2.1964 -4.2373 0.01
H 3.0363 3.1033 -4.0364 0.04
O -5.5833 3.9596 0.8573 -0.06
H -5.9814 4.8361 0.9118 0.05
H -5.9744 3.5788 0.0604 0.02
O 7.7861 -7.7532 -6.8409 -0.04
H 7.3033 -6.9206 -6.8012 0.04
H 7.4231 -8.1981 -7.6159 0.05
O 4.9343 -0.6097 -8.1398 -0.08
H 5.8024 -0.9326 -7.8603 0.00
H 4.4474 -0.4976 -7.3153 -0.05
O 3.2314 2.5238 5.6537 -0.04
H 3.7656 3.3237 5.7243 0.04
H 3.7010 1.9808 5.0108 -0.02
O -7.6680 7.3158 -1.1303 -0.07
H -7.4069 8.2053 -1.3975 0.04
H -8.4653 7.4524 -0.6047 0.05
O -4.9855 6.3338 -2.6941 -0.08
H -4.7274 7.2225 -2.9606 0.03
H -5.7833 6.4722 -2.1651 -0.01
O 6.9073 -2.4310 -7.0267 -0.04
H 6.2990 -2.8792 -6.4277 0.03
H 7.6531 -3.0374 -7.1032 0.05
O 5.1684 -5.6277 -2.0271 -0.06
H 5.6227 -4.8253 -1.7386 0.00
H 4.2816 -5.5551 -1.6429 0.02
O 3.0838 -1.6857 5.8870 -0.07
H 3.4740 -0.9977 5.3325 -0.01
H 3.7019 -2.4238 5.8129 0.00
O 6.3374 -1.6539 2.8469 -0.05
H 6.9967 -2.1179 3.3769 0.07
H 6.8053 -1.4328 2.0329 0.04
O -6.4071 -1.7211 5.0350 -0.06
H -7.1339 -2.1474 5.5020 0.04
H -5.9619 -1.2065 5.7204 0.01
O -3.2404 7.0745 3.7311 -0.06
H -3.8540 6.6017 4.3050 0.04
H -2.4815 6.4842 3.6644 0.02
O -5.2014 8.3956 -0.8248 -0.07
H -4.3831 7.9791 -0.5311 0.05
H -5.6947 8.5413 -0.0094 0.05
O 3.2974 -6.9664 -0.4231 -0.06
H 3.4342 -6.7679 0.5111 0.03
H 4.0400 -7.5394 -0.6510 0.05
O 5.4662 -3.5523 6.9687 -0.06
H 6.3285 -3.8775 7.2504 0.04
H 4.9755 -3.4471 7.7926 0.05
O -6.0170 -1.0686 7.9388 -0.05
H -5.1764 -1.4412 8.2296 0.05
H -6.5045 -0.9241 8.7577 0.05
```

The frontier orbital gap comes out at 5.6 eV. The HOMO energy comes out at -8.70 eV. For the calculated total energy, the calculation gives -160350.090 eV. The calculation puts the lowest unoccupied orbital energy at -3.07 eV. The total charge is +1. As for the spin multiplicity: 1.

***

Record 3
C2AuF6NO4S2Se3Te | the ωB97M-V functional and the def2-TZVPD basis

```
20
Properties=species:S:1:pos:R:3:lowdin_charge:R:1
Au -0.0598 1.8410 -1.2534 0.10
Se -1.8539 2.1669 -2.9607 -0.22
Se -2.5138 4.2741 -2.1817 -0.41
Te -2.1492 4.2633 0.3407 0.05
Se 0.3018 3.7719 0.4491 -0.33
F 2.4251 -2.0530 -2.4920 0.11
C 1.4599 -2.2997 -1.5912 -0.66
F 0.2824 -2.1287 -2.1876 0.13
F 1.5610 -3.5981 -1.2457 0.10
S 1.6888 -1.2211 -0.0786 0.56
O 1.5930 0.1236 -0.5765 -0.38
O 2.9686 -1.6566 0.3995 -0.30
N 0.5411 -1.7467 0.8635 -0.30
S -0.8739 -1.0273 0.9083 0.57
O -1.8663 -1.9375 1.4016 -0.30
O -1.1972 -0.2498 -0.2525 -0.37
C -0.6248 0.1660 2.3290 -0.67
F -0.7667 -0.5075 3.4928 0.10
F -1.5185 1.1409 2.3239 0.11
F 0.6023 0.6782 2.3114 0.10
```

The frontier orbital gap comes out at 5.4 eV. The HOMO energy comes out at -0.86 eV. For the calculated total energy, the calculation gives -256756.926 eV. The calculation puts the lowest unoccupied orbital energy at 4.59 eV. The total charge is -2. As for the spin multiplicity: 1.

***

Record 4
C2Br5O3S | the ωB97M-V functional and the def2-TZVPD basis

```
11
Properties=species:S:1:pos:R:3:lowdin_charge:R:1
C -0.5907 1.0617 -0.0466 -1.41
C -0.1447 -1.6889 -1.0375 -1.72
O 1.8585 0.7889 0.3139 -0.40
O 0.1741 -0.2261 1.8242 -0.45
O 0.7576 2.1995 1.9102 -0.37
S 0.7289 0.9331 1.1962 0.20
Br -2.2815 0.7473 0.4927 0.69
Br -0.3250 2.4710 -1.1241 0.73
Br 1.1399 -1.3382 -2.3804 0.58
Br 0.6177 -2.9085 0.2061 0.58
Br -1.9349 -2.0397 -1.3545 0.58
```

The frontier orbital gap (alpha / beta) comes out at 6.6 / 8.0 eV. The HOMO energy (alpha / beta) comes out at -4.63 / -5.40 eV. For the calculated total energy, the calculation gives -369262.274 eV. The calculation puts the lowest unoccupied orbital energy (alpha / beta) at 1.96 / 2.57 eV. The total charge is -1. As for the spin multiplicity: 1.

***

Record 5
C2BrClF5N | the ωB97M-V functional and the def2-TZVPD basis

```
10
Properties=species:S:1:pos:R:3:lowdin_charge:R:1
C 0.0305 -0.0586 -0.4849 -0.41
C -1.3373 -0.1465 0.3004 -0.54
N 1.6423 -0.0130 0.5781 -0.93
F 0.0097 1.0663 -1.1598 0.11
F 0.2215 -1.0809 -1.3506 0.08
F -1.8416 0.9661 0.8212 0.18
F -2.2034 -0.5698 -0.5874 0.19
F -1.2241 -1.1158 1.2844 0.12
Cl 1.6432 1.6177 1.0708 0.56
Br 3.0592 -0.6654 -0.4722 0.63
```

The frontier orbital gap comes out at 8.9 eV. The HOMO energy comes out at -9.76 eV. For the calculated total energy, the calculation gives -99712.985 eV. The calculation puts the lowest unoccupied orbital energy at -0.87 eV. The energy above the lowest of the compared OMol25 structures with the same formula, charge and spin is 20.8 kcal/mol. As for the spin multiplicity: 1.

***

Record 6
C2BrClFN | the ωB97M-V functional and the def2-TZVPD basis

```
6
Properties=species:S:1:pos:R:3:lowdin_charge:R:1
C -0.8763 -0.5904 -0.4082 -0.27
C 0.2744 0.2705 0.2792 -1.24
N -1.7318 -1.2087 -0.8326 0.16
F 0.1404 0.3508 1.5920 -0.02
Cl 0.2634 1.8854 -0.4759 0.65
Br 1.9299 -0.7076 -0.1545 0.72
```

The frontier orbital gap comes out at 11.3 eV. The HOMO energy comes out at -11.47 eV. For the calculated total energy, the calculation gives -88845.057 eV. The calculation puts the lowest unoccupied orbital energy at -0.21 eV. The energy above the lowest of the compared OMol25 structures with the same formula, charge and spin is 1.7 kcal/mol. As for the spin multiplicity: 1.

***

Record 7
C2CaO4 | the ωB97M-V functional and the def2-TZVPD basis

```
7
Properties=species:S:1:pos:R:3:lowdin_charge:R:1
O 0.9466 -3.0616 0.2183 0.07
C 0.8409 -2.1343 -0.4459 -0.48
O 0.3695 -0.8906 -0.3476 -0.33
O -1.6289 1.4612 0.1139 -0.32
C -0.7013 1.8858 -0.7190 -0.26
O 0.3743 2.2203 -0.0657 -0.23
Ca -0.2010 0.5191 1.2460 1.55
```

The frontier orbital gap (alpha / beta) comes out at 8.7 / 4.6 eV. The HOMO energy (alpha / beta) comes out at -10.24 / -6.49 eV. For the calculated total energy, the calculation gives -28700.758 eV. The calculation puts the lowest unoccupied orbital energy (alpha / beta) at -1.55 / -1.89 eV. The energy above the lowest of the compared OMol25 structures with the same formula, charge and spin is 22.7 kcal/mol. As for the spin multiplicity: 1.

***

Record 8
C2Cl2F2O | the ωB97M-V functional and the def2-TZVPD basis

```
7
Properties=species:S:1:pos:R:3:lowdin_charge:R:1
C -0.8577 -0.3082 0.5306 -0.78
C 0.5048 0.1298 -0.3637 -0.82
O -0.9288 -1.4280 0.9528 0.09
F 1.4023 0.2205 0.6495 0.03
F 0.5513 1.3810 -0.9562 -0.01
Cl -1.7594 1.1028 0.7708 0.81
Cl 1.0876 -1.0978 -1.5838 0.67
```

The frontier orbital gap comes out at 11.4 eV. The HOMO energy comes out at -11.49 eV. For the calculated total energy, the calculation gives -34600.502 eV. The calculation puts the lowest unoccupied orbital energy at -0.14 eV. The energy above the lowest of the compared OMol25 structures with the same formula, charge and spin is 7.9 kcal/mol. As for the spin multiplicity: 1.